No. 1
14
Properties=species:S:1:pos:R:3:nbo_charge:R:1 method="wB97M-V/def2-TZVPD" smiles="C=CCO.C=O" total_energy_ha=-307.57610 e_homo_ev=-9.60 charge=0 de_lowest_kj_mol=357.9
C -0.687 1.537 -0.577 -0.33
C -0.134 0.328 -0.571 -0.27
C -0.868 -0.985 -0.414 -0.10
O -0.176 -2.066 0.166 -0.72
H -1.753 1.658 -0.642 0.19
H -0.044 2.413 -0.641 0.19
H 0.736 0.455 -1.193 0.23
H -1.102 -1.292 -1.432 0.19
H -1.811 -0.788 0.118 0.17
H 0.073 -1.789 1.066 0.49
C 1.413 0.138 1.000 0.26
O 0.682 -0.237 1.901 -0.58
H 1.707 1.192 0.868 0.13
H 1.964 -0.565 0.352 0.14

***

No. 2
42
Properties=species:S:1:pos:R:3:mulliken_charge:R:1 method="wB97M-V/def2-TZVPD" total_energy_ha=-6289.44231 e_homo_ev=-11.04 charge=+1
C 1.438 -2.424 2.001 -1.09
B 1.393 -2.297 0.438 0.71
O 2.403 -2.805 -0.306 -0.54
P -0.050 -1.384 -0.550 0.00
Br -0.890 -3.489 -1.413 -0.40
C -1.475 -1.500 0.895 -1.30
C -1.845 -0.095 1.141 0.54
O -1.543 0.738 1.934 -0.57
N -2.598 0.301 -0.066 0.10
C -3.987 -0.231 -0.107 -1.05
C -2.772 1.755 -0.027 -1.06
O 0.860 -1.166 -1.976 -0.47
C 0.947 0.155 -2.350 -0.33
C 0.698 1.038 -1.113 1.29
C 1.708 2.121 -0.765 -1.76
C 2.940 1.722 0.031 -0.01
C 2.668 1.406 1.503 -0.73
Br 3.947 0.301 -0.830 -0.14
O 0.446 0.194 -0.037 0.14
H 2.401 -2.043 2.352 0.38
H 0.676 -1.894 2.559 0.34
H 1.431 -3.483 2.257 0.33
H 3.249 -2.736 0.147 0.33
H -1.158 -0.691 -1.349 -0.46
H -2.241 -1.999 0.325 0.43
H -1.328 -2.075 1.799 0.52
H -4.496 0.038 0.817 0.38
H -4.530 0.210 -0.943 0.45
H -4.014 -1.307 -0.229 0.29
H -3.214 2.076 -0.972 0.62
H -3.459 2.092 0.743 0.39
H -1.813 2.247 0.086 0.24
H 0.179 0.395 -3.130 -0.11
H 1.907 0.342 -2.822 0.43
H -0.265 1.606 -1.287 -0.55
H 2.024 2.578 -1.704 0.40
H 1.199 2.877 -0.168 0.41
H 3.616 2.567 -0.014 0.49
H 1.641 1.639 1.765 0.19
H 2.777 0.344 1.696 0.01
H 3.370 1.925 2.145 0.37
Ba -2.237 0.950 -2.479 1.82

***

No. 3
65
Properties=species:S:1:pos:R:3:nbo_charge:R:1 method="wB97M-V/def2-TZVPD" total_energy_ha=-4673.97874 e_homo_ev=-11.65 charge=+1
F 2.445 -0.715 0.163 -0.26
C 2.757 -1.931 0.709 0.50
N 3.779 -2.824 0.293 -0.50
C 3.691 -3.897 1.146 0.28
N 2.683 -3.818 2.083 -0.47
C 2.082 -2.554 1.843 0.05
Cl 0.737 -1.840 2.767 0.13
H 4.443 -2.650 -0.469 0.49
H 4.351 -4.799 1.140 0.27
H 2.427 -4.511 2.793 0.50
C 4.816 1.029 -1.355 -0.09
C 5.223 1.817 -0.123 -0.11
O 6.358 1.120 0.396 -0.68
S 7.183 0.463 -0.830 2.53
O 8.259 1.327 -1.162 -0.86
O 7.362 -0.925 -0.555 -0.91
O 6.040 0.618 -1.963 -0.68
H 4.256 0.132 -1.082 0.16
H 4.227 1.627 -2.050 0.23
H 4.429 1.867 0.621 0.21
H 5.537 2.830 -0.387 0.21
C -1.508 -0.388 0.081 -0.10
C -1.131 -1.539 -0.839 -0.10
O -2.362 -2.188 -1.147 -0.68
S -3.553 -1.084 -1.173 2.53
O -3.775 -0.715 -2.514 -0.86
O -4.599 -1.523 -0.311 -0.89
O -2.741 0.119 -0.430 -0.69
H -1.681 -0.741 1.102 0.19
H -0.751 0.397 0.092 0.20
H -0.437 -2.237 -0.370 0.19
H -0.698 -1.171 -1.775 0.19
C -3.186 2.228 -6.668 -0.10
C -4.622 2.428 -6.217 -0.10
O -5.000 1.184 -5.624 -0.68
S -3.702 0.510 -4.933 2.53
O -3.720 0.817 -3.542 -0.88
O -3.571 -0.819 -5.421 -0.89
O -2.578 1.437 -5.644 -0.69
H -3.141 1.666 -7.604 0.19
H -2.655 3.171 -6.786 0.22
H -5.286 2.678 -7.043 0.22
H -4.691 3.204 -5.449 0.19
C -2.375 3.893 -0.019 -0.10
C -3.265 3.742 -1.237 -0.11
O -3.201 4.999 -1.910 -0.68
S -1.734 5.641 -1.681 2.53
O -0.930 5.342 -2.818 -0.90
O -1.895 6.960 -1.179 -0.88
O -1.265 4.676 -0.465 -0.69
H -2.885 4.443 0.775 0.19
H -2.035 2.934 0.370 0.20
H -4.293 3.504 -0.968 0.22
H -2.879 2.982 -1.921 0.20
C -0.070 -3.974 8.260 -0.10
C -1.125 -3.983 7.170 -0.10
O -0.768 -2.898 6.307 -0.68
S 0.838 -2.735 6.300 2.54
O 1.352 -3.406 5.147 -0.95
O 1.154 -1.383 6.599 -0.87
O 1.153 -3.643 7.594 -0.67
H -0.274 -3.200 9.003 0.20
H 0.015 -4.939 8.758 0.22
H -2.131 -3.848 7.562 0.23
H -1.084 -4.907 6.587 0.19

***

No. 4
46
Properties=species:S:1:pos:R:3:nbo_charge:R:1 method="wB97M-V/def2-TZVPD" total_energy_ha=-6082.47988 e_homo_ev=-5.14 charge=-2 de_lowest_kj_mol=344.5
K -0.711 -0.044 0.431 0.93
C 0.424 -3.088 -1.589 0.80
F 0.960 -4.270 -1.672 -0.30
F -0.617 -2.945 -2.432 -0.31
F -0.051 -2.953 -0.407 -0.31
S 1.836 -1.738 -1.948 2.06
O 2.230 -1.815 -3.401 -0.88
O 1.284 -0.477 -1.483 -0.96
N 2.992 -2.364 -0.849 -1.11
S 4.259 -1.465 -1.248 2.13
O 5.105 -2.178 -2.194 -0.96
O 4.172 -0.046 -1.557 -0.92
C 5.231 -1.491 0.469 0.76
F 6.502 -1.046 0.336 -0.33
F 4.545 -0.694 1.278 -0.32
F 5.256 -2.701 0.979 -0.32
C -3.610 -2.278 0.479 0.76
F -2.876 -1.703 1.399 -0.32
F -2.853 -3.176 -0.150 -0.32
F -4.686 -2.874 0.927 -0.30
S -4.234 -0.913 -0.709 2.10
O -5.204 -1.721 -1.422 -0.90
O -4.824 0.101 0.114 -0.91
N -2.706 -0.408 -1.427 -1.19
S -3.252 0.057 -2.761 2.17
O -3.694 -1.008 -3.647 -0.92
O -4.237 1.146 -2.639 -0.95
C -1.640 0.871 -3.388 0.74
F -1.774 1.583 -4.548 -0.34
F -1.185 1.751 -2.517 -0.31
F -0.743 -0.073 -3.684 -0.31
C 2.650 2.007 2.092 0.80
F 2.400 3.225 1.663 -0.29
F 2.540 1.134 1.075 -0.30
F 3.901 1.945 2.678 -0.32
S 1.320 1.541 3.459 2.07
O 1.490 0.112 3.826 -0.91
O 1.568 2.473 4.570 -0.89
N -0.170 1.739 2.592 -1.23
S -0.677 3.066 3.072 2.16
O -1.238 3.032 4.467 -0.94
O 0.234 4.156 2.673 -0.95
C -2.251 3.331 1.953 0.77
F -3.165 2.403 2.333 -0.31
F -2.642 4.568 2.153 -0.30
F -1.861 3.226 0.654 -0.33

***

No. 5
18
Properties=species:S:1:pos:R:3:nbo_charge:R:1 method="wB97M-V/def2-TZVPD" total_energy_ha=-612.25346 e_homo_ev=-11.78 charge=+1 de_lowest_kj_mol=134.5
C 0.149 1.085 0.777 -0.66
C 0.334 2.408 1.524 -0.50
S 1.764 3.341 0.850 -0.05
H 1.090 0.525 0.737 0.21
H -0.196 1.266 -0.246 0.20
H -0.608 0.501 1.310 0.22
H -0.541 3.015 1.320 0.22
H 0.515 2.190 2.569 0.22
H 1.496 4.408 1.620 0.14
C 0.210 -2.915 -0.821 -0.43
C -1.317 -1.308 -1.779 0.14
N -0.420 -1.597 -0.932 -0.38
H 0.179 -3.203 0.231 0.25
H 1.239 -2.868 -1.159 0.26
H -0.383 -3.645 -1.363 0.24
H -1.714 -2.055 -2.455 0.23
H -1.730 -0.307 -1.845 0.24
H -0.064 -0.841 -0.338 0.46

***

No. 6
12
Properties=species:S:1:pos:R:3:nbo_charge:R:1 method="wB97M-V/def2-TZVPD" total_energy_ha=-339.56687 e_homo_ev="-8.88 / -8.15" charge=0 de_lowest_kj_mol=697.8
C 1.557 -0.788 -0.199 -0.58
C -0.406 0.777 0.067 0.16
N -0.895 0.771 -1.139 -0.79
N -0.834 -0.208 1.020 0.46
O -1.677 -0.993 0.667 -0.42
O -0.327 -0.015 2.128 -0.42
H 2.549 -0.209 -0.292 0.18
H 1.547 -1.193 0.874 0.19
H 1.385 -1.467 -1.017 0.18
H 0.053 1.679 0.570 0.24
H -1.345 1.577 -1.550 0.39
H -1.607 0.069 -1.130 0.40

***

No. 7
8
Properties=species:S:1:pos:R:3:nbo_charge:R:1 method="wB97M-V/def2-TZVPD" total_energy_ha=-405.91566 e_homo_ev="-7.45 / -7.11" charge=0 de_lowest_kj_mol=409.3
C 0.389 -1.340 0.583 -0.14
C 0.086 0.079 -0.017 -0.94
C 0.079 -1.300 -0.651 -0.11
Si 1.555 1.258 -0.122 0.87
H 0.914 -1.802 1.360 0.24
H -0.930 0.428 0.236 0.22
H -0.196 -1.750 -1.624 0.25
H 2.443 -1.170 -0.744 -0.39

***

No. 8
13
Properties=species:S:1:pos:R:3:nbo_charge:R:1 method="wB97M-V/def2-TZVPD" total_energy_ha=-286.51553 e_homo_ev=-8.68 charge=0 de_lowest_kj_mol=304.9
C -2.668 1.706 0.135 0.28
C 1.841 -1.006 -0.516 -0.65
C 0.743 0.147 1.414 -0.53
C 0.726 -0.183 0.142 0.32
N -3.361 1.229 -0.672 -0.71
O -0.369 -0.035 -0.659 -0.73
H 2.461 -0.326 -0.999 0.22
H 2.318 -1.694 0.248 0.23
H 1.410 -1.694 -1.342 0.22
H -3.862 0.570 -1.236 0.45
H 1.651 -0.225 2.029 0.20
H 0.051 0.760 2.009 0.22
H -0.941 0.750 -0.553 0.49